1.
{
  "formula": "C2H5N4O2S2",
  "method": "the ωB97M-V functional and the def2-TZVPD basis",
  "elements": ["H", "N", "H", "O", "N", "S", "O", "N", "N", "H", "C", "H", "C", "H", "S"],
  "xyz": [[-0.1259, 1.5077, -0.4927], [-0.5006, 2.3083, -0.9712], [1.1418, -2.9083, -0.8118], [3.1301, -0.2457, 0.9526], [1.1906, -2.7826, 0.2002], [0.5600, -1.5891, 0.8638], [0.3758, -0.3056, 0.1146], [-1.8595, 2.5286, -0.7291], [-2.7263, 1.7032, -0.3994], [2.1725, -0.4525, 0.9646], [-2.4824, 0.4549, -0.1786], [0.0327, 3.1641, -0.9329], [-2.4521, -0.6450, 0.3975], [3.3989, -0.6763, 0.1442], [-1.8556, -2.0617, 0.8782]],
  "charge": -1,
  "e_homo_ev": -4.0,
  "e_lumo_ev": 3.5,
  "total_energy_ha": -1244.993358,
  "multiplicity": 1
}

=====

2.
{
  "formula": "C23H70FNO16S",
  "method": "the ωB97M-V functional and the def2-TZVPD basis",
  "elements": ["H", "H", "H", "H", "H", "C", "H", "C", "O", "H", "C", "H", "O", "C", "H", "H", "O", "H", "C", "C", "C", "H", "H", "H", "H", "H", "O", "H", "C", "H", "H", "H", "N", "H", "F", "H", "H", "O", "H", "H", "S", "H", "C", "H", "H", "H", "H", "O", "O", "H", "H", "C", "H", "H", "C", "H", "H", "H", "H", "H", "H", "H", "C", "H", "O", "H", "H", "C", "C", "H", "O", "H", "O", "H", "C", "H", "H", "H", "H", "C", "H", "H", "C", "O", "C", "C", "H", "C", "H", "H", "H", "C", "C", "H", "H", "H", "H", "H", "H", "H", "O", "H", "O", "H", "H", "H", "C", "O", "O", "O", "H", "H"],
  "xyz": [[0.5027, -6.5926, -0.8124], [-2.9265, -0.9392, 5.4606], [0.6176, 0.9281, -0.5518], [5.6953, -4.6100, -7.9065], [-1.3660, -2.3485, 6.4215], [-0.6141, -1.4444, 2.8738], [6.6733, 1.7052, 0.2264], [-2.0988, 6.5055, 1.0514], [0.4660, -5.0398, 0.4822], [5.2334, 2.2862, 1.0958], [2.1876, -1.0847, -0.8408], [-4.2289, 1.3508, -2.2960], [-1.1116, -1.9658, 3.8211], [1.4993, -0.1143, 7.3434], [-3.7966, -0.8331, -3.0826], [1.4642, -2.6988, -2.0637], [5.8838, -3.4649, -6.1661], [-4.5802, -2.6568, -5.5237], [5.6218, 1.4997, 0.4422], [-5.1383, -3.5326, -3.8751], [0.9010, 0.7269, 0.4873], [-1.6615, 7.4263, 0.6750], [1.7056, 1.8856, 2.1224], [2.9411, 0.1497, 0.7245], [-2.3778, 10.2897, -0.5637], [-0.1618, -4.5580, 1.0299], [1.7657, -0.9379, -4.0483], [-4.0118, 8.0152, -0.9202], [-0.9851, 1.9371, 1.1665], [6.5103, -4.2324, 0.3142], [-6.0211, 4.2227, 0.3680], [-1.1364, -0.1257, 0.6814], [0.0732, 2.8437, 1.2100], [4.9683, -5.3362, -4.1992], [-0.2184, -2.2029, 1.8290], [4.3243, -3.5274, -7.5580], [2.6426, -5.1852, -3.8498], [5.4355, 0.2055, 0.9983], [-6.0970, 6.8295, 2.8873], [-2.9491, 8.6753, -2.1687], [-0.5323, -1.5505, -1.4262], [-3.4219, 3.5940, -0.5286], [-5.9484, 6.1506, 3.7244], [2.2433, -0.3667, -1.6644], [1.8465, -1.0876, 1.2925], [-1.0183, -5.6856, -0.8362], [-4.3631, 9.6065, -1.6139], [-4.5989, 5.7142, 3.6618], [-2.7870, 9.4810, -0.2447], [3.0330, -0.8578, -5.7140], [-1.0709, 0.5182, 3.3203], [1.9945, -0.3517, 0.4962], [-5.1631, 0.1170, -1.4194], [6.1698, -5.8947, 0.8561], [-4.1544, 0.4663, -1.6601], [-3.6871, -0.8748, 7.0635], [0.6452, 0.2160, 3.1101], [-3.6541, 0.7502, -0.7367], [-5.8590, -4.2152, -4.3323], [4.5070, -5.6324, -2.5067], [-5.6764, -2.6782, -3.4550], [-0.4075, -0.3875, 7.0461], [-0.2275, -6.0781, -0.1909], [-3.6660, -2.3962, 6.1530], [0.1688, 0.3582, 7.2634], [5.0921, -5.0928, -0.2963], [3.1611, -1.5873, -0.7938], [-3.1012, -1.4910, 6.3859], [1.3234, 2.0581, 1.1105], [-0.7050, -1.8333, -2.7187], [3.1832, -4.4335, -3.5939], [-4.6285, -4.0507, -3.0672], [-1.8695, -1.7969, 7.0312], [5.9176, 0.1570, 1.8282], [4.5012, -4.8984, -3.3143], [-4.8652, 3.1831, 1.2267], [7.7586, -5.8226, -0.8737], [2.0900, 2.5939, 0.5504], [1.1203, -2.9037, -0.3638], [2.6394, -1.5657, -4.9780], [1.8491, -0.5338, 6.3935], [-3.1531, 6.4823, 0.7686], [-0.4436, 0.5153, 1.2234], [-1.3815, 5.4207, 0.4660], [-0.3412, 0.0203, 2.6762], [5.0903, -4.1669, -7.1106], [-0.0234, 3.5211, 0.4598], [-3.5633, 8.9298, -1.3012], [1.0109, -0.5756, -4.5197], [3.4629, -1.9747, -4.4005], [1.6206, -0.8698, 8.1260], [-4.9639, 4.0419, 0.5570], [1.1603, -2.1651, -1.1621], [-6.6525, 5.3195, 3.6264], [4.5921, -4.9675, -6.5678], [-2.0285, 6.4925, 2.1412], [-4.4390, 5.1087, 4.3907], [-4.5400, 4.9168, 1.0532], [6.3292, -2.7437, -6.6186], [5.0895, -4.0365, -3.0113], [-4.3515, 3.7821, -0.6994], [-1.7639, 4.6005, 0.8047], [6.8356, -5.7208, -1.1200], [-0.6604, -6.8014, 0.5060], [5.0674, 1.5199, -0.4941], [2.1302, 0.7378, 7.5910], [6.1307, -5.2098, 0.0049], [-3.3757, -0.5652, -2.2604], [-2.1564, 2.2575, 1.0467], [-4.1414, -3.1151, -4.8018], [2.1514, -2.3947, -5.4960], [-6.1618, 6.6911, 4.6505]],
  "e_homo_ev": -8.2,
  "e_lumo_ev": 0.5,
  "total_energy_ha": -2674.753222,
  "multiplicity": 1
}

=====

3.
{
  "formula": "C4H12",
  "method": "the ωB97M-V functional and the def2-TZVPD basis",
  "elements": ["H", "H", "H", "H", "H", "C", "H", "H", "C", "C", "H", "H", "C", "H", "H", "H"],
  "xyz": [[2.1404, 0.0948, -2.2031], [-0.7089, -0.5718, 1.2365], [-1.1105, -1.8876, 0.3059], [1.2767, -0.0359, -0.6583], [-3.6062, -1.6388, 1.2287], [-2.6932, -1.2828, 1.7046], [-1.9835, -0.4811, -0.1663], [0.6943, 1.0391, -1.9180], [1.5838, 0.6479, -1.4477], [-1.5731, -0.9731, 0.7099], [3.3080, 1.8247, -1.7256], [3.2152, 1.1745, -0.1478], [2.6163, 1.6893, -0.8905], [2.1785, 2.6519, -0.6778], [-3.0414, -0.3437, 2.1484], [-2.2966, -1.9075, 2.5012]],
  "smiles": "CC.CC",
  "e_homo_ev": -11.4,
  "e_lumo_ev": 1.1,
  "total_energy_ha": -159.566259,
  "multiplicity": 1
}

=====

4.
{
  "formula": "C37H37N3O2PSSc",
  "method": "the ωB97M-V functional and the def2-TZVPD basis",
  "elements": ["H", "H", "H", "C", "H", "H", "H", "H", "C", "H", "C", "C", "O", "P", "C", "C", "N", "H", "C", "C", "H", "C", "H", "H", "C", "C", "H", "H", "H", "C", "H", "H", "H", "C", "N", "H", "C", "C", "Sc", "H", "C", "H", "C", "C", "C", "S", "C", "C", "H", "H", "C", "C", "H", "H", "C", "N", "C", "C", "H", "H", "C", "H", "H", "C", "C", "H", "C", "C", "C", "C", "H", "C", "H", "C", "C", "H", "H", "O", "H", "C", "H", "H"],
  "xyz": [[1.2780, -2.0880, -4.1371], [-0.2429, -2.3124, 2.1029], [1.5367, 5.5999, -1.3777], [1.9815, -3.7492, -2.9738], [-0.0970, 6.2628, -1.2374], [-0.8265, -1.2046, 3.3683], [-7.0644, 2.9381, -0.5820], [-7.0582, -4.2175, -1.6385], [0.4878, 5.4320, -1.6267], [0.7743, -1.2615, 5.0798], [-6.2290, 2.4242, -0.1320], [-4.4113, -1.4633, -1.3775], [-2.1047, -0.4338, -0.4146], [1.9822, -0.6181, 0.3649], [2.3495, -1.0702, 2.0934], [-0.1502, -1.2794, 2.4983], [0.5174, 2.6590, -2.7644], [0.5531, 1.6856, -3.0211], [-4.3408, 0.9697, -0.3061], [1.8935, -2.0359, -0.7900], [-3.2730, 0.5365, 1.5159], [-5.3992, 1.6330, -0.9097], [-6.6390, 3.1616, 1.8364], [4.4867, -1.0521, 1.8491], [2.8837, -1.2976, 4.7966], [1.5736, -1.2276, 4.3529], [-4.7875, -1.0842, -3.4513], [-1.4019, 4.6493, 0.4552], [5.5678, 2.7571, 0.4323], [-5.9926, 2.5468, 1.2293], [2.9085, -4.9409, 0.6882], [-5.9127, -3.8207, 0.4968], [3.4190, 3.2040, 1.2279], [-5.9963, -2.6856, -2.6864], [0.0242, 4.2015, -1.0392], [3.0898, -1.3610, 5.8545], [0.1082, 2.9736, -1.5463], [4.5039, -0.7109, -0.8270], [-0.5431, 0.0633, 0.7480], [7.1755, 1.3390, -0.7854], [-4.1012, 1.0790, 1.0518], [4.9547, -1.3625, 4.2313], [5.7865, -0.2597, -1.0685], [-0.4529, 4.1227, 0.3216], [1.2617, -1.1572, 2.9908], [-3.2704, -0.0650, -1.3401], [-5.6624, -3.2196, -0.3633], [1.5489, -2.4417, -3.1524], [0.7853, 3.3508, -3.4436], [4.2117, -1.6907, -1.1674], [-5.0409, -1.6879, -2.5930], [2.7732, -3.8652, 0.7214], [0.3800, 5.4019, -2.7081], [-5.5774, 1.5227, -1.9685], [1.4873, -1.6043, -2.0571], [-0.2767, 2.0164, -0.6667], [3.5956, 0.0773, -0.1259], [2.3124, -3.3555, -0.6025], [-4.7690, 1.9545, 2.8848], [-4.2059, -2.0368, 0.6816], [2.3259, -4.1984, -1.7113], [2.8471, 1.7738, 2.0903], [1.1720, -0.5638, -2.1688], [-6.3079, -3.4453, -1.5699], [3.6667, -1.1343, 2.5467], [2.0507, -4.4183, -3.8193], [3.0169, 2.2018, 1.1009], [6.1699, 0.9900, -0.6129], [3.9348, -1.2825, 3.8924], [-0.6097, 2.6307, 0.4844], [2.0551, -3.6274, 1.5009], [3.9721, 1.3474, 0.3249], [2.0524, 2.2587, 0.5876], [5.2636, 1.7856, 0.0706], [-4.9366, 1.8721, 1.8224], [3.7264, -3.4168, 0.9931], [-6.4966, -2.8707, -3.6241], [-0.9358, 1.9974, 1.4945], [2.6375, -5.2242, -1.5744], [-4.7090, -2.2198, -0.2572], [6.4796, -0.8949, -1.5977], [0.2626, 4.5368, 1.0367]],
  "charge": 2,
  "e_homo_ev": -12.9,
  "e_lumo_ev": -5.2,
  "total_energy_ha": -3246.769624,
  "multiplicity": 1
}

=====

5.
{
  "formula": "C3H5BrO",
  "method": "the ωB97M-V functional and the def2-TZVPD basis",
  "elements": ["O", "H", "H", "H", "H", "C", "Br", "H", "C", "C"],
  "xyz": [[-0.2082, -1.5912, 0.5445], [-0.0212, 1.3510, -1.1513], [1.5233, 1.9443, 0.2959], [-1.1922, -0.9828, -1.1481], [-0.6568, -2.4044, 0.3067], [-0.4864, -0.6631, -0.3495], [-3.4657, -0.0517, -0.0831], [1.4688, 0.2879, 1.3715], [0.2019, 0.6415, -0.2818], [1.1669, 1.0363, 0.6477]],
  "e_homo_ev": [-8.3, -8.3],
  "e_lumo_ev": [-2.2, -2.2],
  "total_energy_ha": -2766.463062,
  "multiplicity": 1
}

=====

6.
{
  "formula": "CHBrF2N2O2",
  "method": "the ωB97M-V functional and the def2-TZVPD basis",
  "elements": ["Br", "N", "F", "O", "O", "H", "C", "F", "N"],
  "xyz": [[-1.4920, -0.2166, 1.6739], [1.1715, -0.5218, 0.4475], [1.6770, -0.9659, -0.7335], [-0.1223, 1.2018, -1.6897], [-0.6500, 2.0981, 0.1949], [-0.7993, -0.9426, -0.6620], [-0.4973, -0.1947, 0.0740], [1.1322, -1.6323, 1.2219], [-0.4197, 1.1741, -0.5270]],
  "smiles": "O=[N+]([O-])[C@H](Br)N(F)F",
  "e_homo_ev": -11.1,
  "e_lumo_ev": -0.7,
  "total_energy_ha": -3072.176422,
  "multiplicity": 1
}

=====

Q: Look up the multiplicity of the third one.
A: 1